Entry 1:
Molecular formula: FH14O7
Method: DFT, ωB97M-V/def2-TZVPD

Computed properties:
**Electronic energy**: -635.06256 hartree
**ΔE to the lowest compared entry with this formula, charge and spin**: 0.000 eV
**Orbital gap**: 10.9 eV
**Total charge**: -1

Each line ends with the Mulliken charge.
Cartesian coordinates (Å):
F  -0.1584  -0.2763  -0.2441  -0.623
O  -2.6754  -1.4557  0.5592  -0.665
H  -1.7302  -1.5496  0.3831  0.349
H  -2.9296  -0.7459  -0.0362  0.320
O  0.5049  -2.8506  -0.7735  -0.664
H  0.6103  -3.2456  0.0955  0.323
H  0.1809  -1.9438  -0.5831  0.239
O  1.4231  0.4195  1.7906  -0.703
H  0.8726  0.2390  0.9993  0.262
H  0.8483  0.2001  2.5288  0.300
O  -1.0695  1.0008  -2.3768  -0.693
H  -0.8476  0.5424  -3.1908  0.285
H  -0.6545  0.4608  -1.6671  0.337
O  -2.0263  1.5441  0.9957  -0.658
H  -1.3657  0.9093  0.6690  0.263
H  -2.4198  1.9028  0.1950  0.331
O  1.1522  2.9768  -0.1040  -0.667
H  1.1210  3.0335  0.8552  0.335
H  0.8346  2.0857  -0.2911  0.345
O  2.9847  -1.3227  -0.1697  -0.674
H  3.2453  -0.9541  0.6798  0.331
H  2.0991  -0.9705  -0.3148  0.329

Forces on atoms 1 to 2 (eV/Å):
0.17 0.10 0.13
-0.13 -0.41 -0.01

Entry 2:
Molecular formula: FH14O7
Method: DFT, ωB97M-V/def2-TZVPD

Computed properties:
**Electronic energy**: -635.05703 hartree
**ΔE to the lowest compared entry with this formula, charge and spin**: 0.150 eV
**Orbital gap**: 10.2 eV
**Total charge**: -1

Each line ends with the Mulliken charge.
Cartesian coordinates (Å):
F  -0.2641  0.2080  0.0043  -0.861
O  1.9439  1.5490  -0.9647  -0.733
H  1.1059  1.1000  -0.7897  0.406
H  1.6889  2.2940  -1.5177  0.306
O  2.9319  -0.7780  0.3203  -0.690
H  2.6669  -0.1850  -0.3877  0.336
H  2.0969  -1.0670  0.6413  0.387
O  -1.0961  2.2870  -1.3407  -0.725
H  -1.5051  1.7540  -2.0347  0.320
H  -0.7971  1.6260  -0.7097  0.299
O  0.6349  -1.7590  1.4083  -0.774
H  0.3159  -1.0160  0.8743  0.309
H  0.1899  -1.5940  2.2373  0.365
O  -2.2331  -1.4870  0.6043  -0.654
H  -3.0091  -0.9290  0.4723  0.289
H  -1.5711  -0.8180  0.3633  0.351
O  -0.7351  0.7590  2.4273  -0.683
H  -1.6501  1.0380  2.4503  0.306
H  -0.5991  0.5990  1.4943  0.393
O  -0.0421  -1.0380  -2.2147  -0.702
H  -0.1591  -0.6080  -1.3837  0.440
H  0.0859  -1.9340  -1.9537  0.316

Forces on atoms 1 to 2 (eV/Å):
-0.04 0.31 -0.21
0.17 0.35 -0.26

Entry 3:
Molecular formula: FH2N
Method: DFT, ωB97M-V/def2-TZVPD

Computed properties:
**Electronic energy**: -155.61513 hartree
**ΔE to the lowest compared entry with this formula, charge and spin**: 3.012 eV
**Orbital gap (alpha / beta)**: 8.5 / 8.5 eV
**Total charge**: 0

Each line ends with the Mulliken charge.
Cartesian coordinates (Å):
N  -0.4508  -0.3602  0.0253  -0.190
F  1.7664  0.1683  -0.0259  -0.402
H  -0.7327  0.0982  0.8728  0.290
H  -0.5829  0.0936  -0.8722  0.303

Forces on atoms 1 to 2 (eV/Å):
3.40 -1.54 -0.60
-3.64 -0.61 0.16

Entry 4:
Molecular formula: FH2NS
Method: DFT, ωB97M-V/def2-TZVPD

Computed properties:
**Electronic energy**: -553.81087 hartree
**ΔE to the lowest compared entry with this formula, charge and spin**: 2.532 eV
**Orbital gap (alpha / beta)**: 9.9 / 7.2 eV
**Total charge**: 0

Each line ends with the Mulliken charge.
Cartesian coordinates (Å):
N  1.1943  -0.2264  0.6562  -0.172
F  0.7717  -0.7254  1.7752  -0.066
S  -1.6311  0.3765  -0.9890  -0.148
H  0.8004  -0.8573  -0.0453  0.246
H  -1.1353  1.4325  -1.3971  0.141

Forces on atoms 1 to 2 (eV/Å):
0.90 1.41 -2.20
-0.89 -1.10 2.36

Entry 5:
Molecular formula: FH3O3P
Method: DFT, ωB97M-V/def2-TZVPD

Computed properties:
**Electronic energy**: -668.54758 hartree
**ΔE to the lowest compared entry with this formula, charge and spin**: 1.262 eV
**Orbital gap**: 14.1 eV
**Total charge**: +1

Each line ends with the Mulliken charge.
Cartesian coordinates (Å):
O  0.8303  0.0972  -1.3862  -0.355
O  -1.3871  0.6194  -0.2424  -0.322
O  0.7475  0.3490  1.3289  -0.406
F  -0.4071  -1.6928  -0.0399  -0.215
P  -0.0488  -0.0765  -0.1474  1.106
H  1.5366  -0.3692  -1.7810  0.399
H  -1.5419  1.3558  0.3012  0.397
H  0.2704  -0.2829  1.9668  0.396

Forces on atoms 1 to 2 (eV/Å):
-2.61 1.76 1.62
0.20 -1.53 -1.77

Entry 6:
Molecular formula: FH3OP2
Method: DFT, ωB97M-V/def2-TZVPD

Computed properties:
**Electronic energy**: -859.50541 hartree
**ΔE to the lowest compared entry with this formula, charge and spin**: 3.429 eV
**Orbital gap (alpha / beta)**: 7.6 / 7.5 eV
**Total charge**: 0

Each line ends with the Mulliken charge.
Cartesian coordinates (Å):
O  1.1471  -0.5327  -0.0301  -0.513
F  -2.8468  -0.5714  -0.7410  -0.238
P  -0.0436  -0.0976  -1.1155  0.137
P  -1.5453  -0.8759  0.1675  0.241
H  1.1316  0.0966  0.7425  0.349
H  0.3926  -1.1070  -1.9742  0.066
H  -2.0245  1.1073  1.3089  -0.041

Forces on atoms 1 to 2 (eV/Å):
0.07 1.22 1.72
0.12 -0.32 0.02

Entry 7:
Molecular formula: FH3OP2
Method: DFT, ωB97M-V/def2-TZVPD

Computed properties:
**Electronic energy**: -859.57510 hartree
**ΔE to the lowest compared entry with this formula, charge and spin**: 1.533 eV
**Orbital gap**: 9.5 eV
**Total charge**: 0

Each line ends with the Mulliken charge.
Cartesian coordinates (Å):
O  0.3666  1.6991  -1.4306  -0.401
F  2.6633  1.0096  0.3877  -0.555
P  0.0869  -0.7125  0.2085  -0.175
P  0.5694  1.4706  0.1465  0.591
H  0.1021  1.0120  -2.0211  0.337
H  -1.2213  -0.3300  0.7382  0.086
H  0.4551  -1.1082  1.5076  0.116

Forces on atoms 1 to 2 (eV/Å):
0.15 1.16 1.11
-3.68 0.65 -0.60

Entry 8:
Molecular formula: FH3OP2
Method: DFT, ωB97M-V/def2-TZVPD

Computed properties:
**Electronic energy**: -859.49731 hartree
**ΔE to the lowest compared entry with this formula, charge and spin**: 3.649 eV
**Orbital gap**: 7.3 eV
**Total charge**: 0

Each line ends with the Mulliken charge.
Cartesian coordinates (Å):
O  0.6087  0.5180  -1.4700  -0.437
F  -0.0364  -1.9535  0.2930  -0.616
P  -0.4290  1.1438  -0.3820  0.209
P  0.7047  0.2690  1.2476  0.258
H  0.9987  -0.2725  -1.2393  0.343
H  -1.6045  0.4386  -0.6210  0.121
H  -0.2422  -0.1434  2.1717  0.121

Forces on atoms 1 to 2 (eV/Å):
-1.12 3.27 -1.36
1.17 2.64 0.94

Which value of total charge does entry 5 give?
+1

Repeat the third record exactly.
Molecular formula: FH2N
Method: DFT, ωB97M-V/def2-TZVPD

Computed properties:
**Electronic energy**: -155.61513 hartree
**ΔE to the lowest compared entry with this formula, charge and spin**: 3.012 eV
**Orbital gap (alpha / beta)**: 8.5 / 8.5 eV
**Total charge**: 0

Each line ends with the Mulliken charge.
Cartesian coordinates (Å):
N  -0.4508  -0.3602  0.0253  -0.190
F  1.7664  0.1683  -0.0259  -0.402
H  -0.7327  0.0982  0.8728  0.290
H  -0.5829  0.0936  -0.8722  0.303

Forces on atoms 1 to 2 (eV/Å):
3.40 -1.54 -0.60
-3.64 -0.61 0.16

Look up the electronic energy of the fourth one.
-553.81087 hartree

Look up the electronic energy of the fifth one.
-668.54758 hartree